# 1
Formula: C2H3N2OP
Source: the OMol25 dataset
Level of theory: ωB97M-V/def2-TZVPD

```
9
C2H3N2OP | the OMol25 dataset | ωB97M-V/def2-TZVPD
P 3.1093 0.3491 -0.2712
O 1.0298 -1.5662 0.2205
N 3.0192 -1.1131 0.2606
N 1.8367 1.1508 0.5442
C 0.6225 0.8224 0.4460
C 0.1471 -0.5284 -0.0703
H -0.7615 -0.8367 0.3545
H -0.0973 1.5140 0.7530
H 0.0670 -0.5510 -1.2229
```

Results
* HOMO-LUMO gap (alpha / beta): 8.5 / 8.1 eV
* net charge: 0


# 2
Formula: C15H19BClN6O4PdS2
Source: the OMol25 dataset
Level of theory: ωB97M-V/def2-TZVPD

```
49
C15H19BClN6O4PdS2 | the OMol25 dataset | ωB97M-V/def2-TZVPD
Pd -0.6866 0.4256 -1.1818
Cl -3.2208 2.6595 -0.2838
S -1.4508 -0.6168 -3.4508
S 1.3437 1.3273 -2.2765
O 0.7991 0.2703 4.8274
O 1.0409 2.4741 5.0315
O -0.0162 -1.2931 2.8731
O -0.7290 -1.0569 0.7632
N -2.3746 -2.6610 -1.8706
N -0.1997 -2.6115 -2.0013
N 2.5812 0.4407 -0.0002
N 1.8630 -1.2222 -1.2071
N -0.2253 1.6506 0.7863
N 0.3849 2.9369 2.4349
C 0.3567 1.6686 2.9517
C -0.2812 -0.6112 1.8374
C -0.5573 -3.7028 -1.2274
C 0.7510 1.4871 4.3740
C 1.9011 0.1364 -1.1452
C 0.0425 2.8919 1.1305
C -1.3266 -1.9680 -2.4049
C -0.0361 0.8715 1.9077
C -1.8959 -3.7544 -1.1481
C 2.9765 -0.7153 0.6402
C 0.0286 4.0791 0.2325
C 3.0199 1.7732 0.3820
C 2.5089 -1.7351 -0.1024
C -3.7765 -2.3832 -2.1439
C -2.7831 1.1156 -1.1359
B 1.2745 -2.1716 -2.3391
H 3.4756 -0.7012 1.5990
H -2.5522 -4.4160 -0.6023
H -4.1248 -1.5148 -1.5892
H 2.5465 -2.7985 0.0844
H 0.1845 -4.3363 -0.7629
H -3.9121 -2.1813 -3.2020
H -0.8193 4.7268 0.4521
H 1.9634 -3.1792 -2.3185
H -0.0645 3.7284 -0.7837
H 3.9582 2.0264 -0.1066
H 1.2989 -1.5919 -3.3881
H -3.2724 0.3222 -0.5874
H 2.2770 2.4931 0.0770
H 0.9527 4.6604 0.3325
H 0.5202 -0.4129 4.0732
H 3.1503 1.8010 1.4621
H 0.6368 3.7367 2.9904
H -3.1713 1.1880 -2.1288
H -4.3598 -3.2562 -1.8544
```

Results
* HOMO-LUMO gap (alpha / beta): 6.5 / 7.1 eV
* net charge: -1
* <S²>: 2.01
* multiplicity: 3


# 3
Formula: C3H7Cl2P
Source: the OMol25 dataset
Level of theory: ωB97M-V/def2-TZVPD

```
13
C3H7Cl2P | the OMol25 dataset | ωB97M-V/def2-TZVPD
Cl -0.5226 -1.4343 -2.1348
Cl -2.0476 1.0184 -1.9131
P 1.8214 1.8194 -2.4399
C -0.7757 0.0375 -1.2403
C -0.3761 0.1864 0.1989
C -1.3562 -0.5113 1.0312
H -1.3876 -1.6252 0.8704
H -0.3168 1.3038 0.3261
H 0.6689 -0.1233 0.2525
H -2.4035 -0.1921 0.9534
H 1.7023 2.2308 -0.9694
H -1.2475 -0.3924 2.1500
H 0.3522 1.9946 -2.4967
```

Results
* HOMO-LUMO gap (alpha / beta): 6.9 / 8.8 eV
* net charge: 0


# 4
Formula: C27H37Cl2FN2O10P2S2
Source: the OMol25 dataset
Level of theory: ωB97M-V/def2-TZVPD

```
83
C27H37Cl2FN2O10P2S2 | the OMol25 dataset | ωB97M-V/def2-TZVPD
Cl -1.9814 -1.4825 3.9886
Cl -2.6479 3.0672 -0.5282
S 0.8347 -0.5864 -2.2995
S 6.0189 3.7847 0.7628
P 0.9308 -3.8043 -0.2151
P -3.6180 1.3522 0.0736
F 3.4246 0.4351 -3.1393
O 7.0554 4.5550 0.1469
O -9.8834 -2.4046 1.6808
O 6.0569 3.6728 2.1865
O -0.1788 4.5124 -5.2085
O -7.9328 -1.2752 1.5780
O -9.9259 -0.2578 1.8865
O -4.0347 1.8072 1.5859
O 4.6146 4.4388 0.3762
O 1.8021 3.6791 -5.4399
O 0.9200 3.8118 -3.3652
N 1.2851 -2.1979 0.2640
N 0.3438 -4.6767 0.9349
C -9.1303 -1.3091 1.7033
C 6.2327 1.0211 1.0015
C 3.7068 -1.8478 0.2761
C 5.9792 2.1556 0.0063
C 3.5316 -0.3224 -2.0310
C -0.1942 -0.5691 -0.8712
C 4.8499 -1.2789 -0.2875
C -0.7069 -1.3590 1.3312
C 7.0298 -0.1694 0.4236
C -1.3174 0.2329 -0.8186
C -1.8451 -0.5715 1.3954
C 4.7602 -0.5053 -1.4414
C -1.2749 4.8866 -4.3681
C 0.8536 3.9848 -4.5549
C -9.2464 0.9986 1.9314
C 2.3850 -0.8708 -1.4973
C 6.2061 -1.4714 0.3533
C 0.1239 -1.3572 0.2235
C -9.1523 -3.6195 1.4886
C 2.4563 -1.6262 -0.3313
C -4.1017 -2.2662 1.1055
C -2.1551 0.2524 0.2915
C -2.7672 -0.6190 2.6037
C 2.9648 3.0941 -4.8471
C 3.3482 -2.2581 2.7176
C -4.1143 -1.3393 2.3252
C 3.7326 -2.6858 1.5063
H -4.2010 -1.7052 0.1757
H 3.6285 -1.2609 3.0450
H 0.9208 -5.4747 1.1651
H 4.1750 3.9451 -0.3282
H -2.0342 5.2962 -5.0273
H -4.9640 -2.9332 1.1585
H 6.7136 2.1921 -0.7978
H -1.6729 4.0184 -3.8461
H 7.8609 -0.3616 1.1032
H -2.9258 0.3812 2.9870
H -8.6312 -3.6063 0.5334
H 7.4605 0.0545 -0.5537
H -8.5416 1.0238 2.7608
H -4.8649 1.3832 1.8359
H 5.0090 2.0507 -0.4857
H 6.1050 -1.8651 1.3637
H 3.6613 2.8925 -5.6559
H 2.7735 -2.9078 3.3675
H 4.0574 -3.7213 1.3957
H 5.2955 0.6978 1.4566
H -3.2121 -2.8957 1.0977
H -0.4374 -2.0131 2.1475
H -8.4428 -3.7724 2.2995
H 6.7579 -2.1988 -0.2501
H -0.9666 5.6437 -3.6498
H -8.7287 1.1890 0.9930
H 2.7080 2.1640 -4.3518
H -4.3166 -1.9840 3.1792
H -4.9470 -0.6359 2.2793
H -9.8881 -4.4177 1.4922
H 5.6189 -0.0287 -1.8959
H -1.5539 0.8396 -1.6847
H -0.0126 -3.6753 -1.2451
H 3.4212 3.7861 -4.1409
H 2.1349 -4.3097 -0.7320
H 6.8140 1.4465 1.8199
H -10.0133 1.7517 2.0835
```

Results
* HOMO-LUMO gap: 8.6 eV
* net charge: 0
* SMILES: C=Cc1c(CCCCS(=O)(=O)O)cc(F)c2c1N([PH2]=N)c1cc([C@H](Cl)CC)c(P(O)Cl)cc1S2.COC(=O)OC.COC(=O)OC


# 5
Formula: C35H64BF2N11O4PRb
Source: the OMol25 dataset
Level of theory: ωB97M-V/def2-TZVPD

```
119
C35H64BF2N11O4PRb | the OMol25 dataset | ωB97M-V/def2-TZVPD
Rb -0.1550 0.7573 -1.1050
P -3.2596 -1.3935 0.2267
F -3.0153 2.3520 -3.8127
F -2.3257 3.5758 -2.1208
O 1.6162 -3.7852 1.4183
O 0.4492 0.9129 -3.7403
O -0.4434 1.8023 -5.6082
O 1.3329 -2.2657 -0.1561
N 0.3494 2.8459 3.7764
N 4.7317 -0.2677 1.0528
N 0.2202 3.1888 -4.0107
N 0.4783 -0.3926 1.6204
N -1.3777 2.4064 2.4303
N 0.5520 3.4506 -2.6722
N 0.5828 2.8783 1.3218
N 0.9002 -1.6723 1.9992
N 3.9963 -0.3182 -1.0592
N 2.9865 1.2787 0.2914
N 4.1495 2.6651 -3.5903
C -2.0572 -1.8186 4.0946
C 3.8428 0.3380 0.1440
C 1.9724 3.2867 1.2133
C 1.2822 -2.5376 1.0173
C -2.3188 -4.0705 3.3225
C -5.7866 -2.3671 1.2563
C 3.6480 2.4709 -4.8112
C -5.1045 -1.1646 0.6078
C 2.9739 2.1600 1.4373
C -2.7411 -2.2357 1.7907
C 5.2369 1.9740 -3.2566
C -5.8135 -0.7800 -0.6953
C 0.0886 1.8781 -4.3784
C -5.2115 0.0344 1.5565
C 4.2039 1.5957 -5.7322
C 4.7128 -1.5625 -0.8664
C 2.9898 -0.2383 -2.0958
C -2.0055 -3.1835 4.3458
C -0.8795 0.4935 -5.9837
C -2.6839 -3.6026 2.0679
C 1.6591 -4.1119 2.8044
C -3.9722 -3.8719 -1.2261
C 5.3370 0.8864 -5.3721
C 5.5792 -1.2036 0.3246
C -3.2433 -1.8493 -2.4762
C -2.1807 2.4014 1.2298
C 5.8668 1.0774 -4.1096
C -3.0595 -2.6452 -1.1713
C 5.4067 0.4263 2.1310
C -0.0416 2.7576 2.4275
C 1.4746 3.6429 4.2276
C -0.8511 3.0156 4.5923
C -1.5872 -3.0796 -1.1280
C -2.4126 -1.3622 2.8338
C -1.9575 2.3902 3.7481
B -2.8177 2.2969 -2.4537
H -1.3653 -3.6739 -2.0183
H -1.6920 0.1727 -5.3321
H -2.8796 2.9754 3.7806
H -6.2671 0.2193 1.7770
H 2.1337 3.6238 0.1870
H -2.8920 -2.4546 -3.3171
H 2.7297 1.6451 2.3832
H 0.6384 -1.9990 2.9137
H -4.8014 0.9343 1.0980
H -5.3541 -2.5946 2.2322
H -3.6717 -4.4873 -2.0798
H -2.4474 -0.2931 2.6446
H 2.1847 -0.9385 -1.8823
H -5.0130 -3.5875 -1.3795
H 5.8430 -2.0558 0.9509
H 0.6674 -4.0537 3.2573
H -5.9243 -1.6329 -1.3642
H -4.7073 -0.1494 2.5064
H -6.8465 -2.1371 1.4052
H -3.9227 -4.4993 -0.3372
H -1.0467 4.0827 4.7651
H 2.7520 3.0307 -5.0506
H 5.2902 -1.8180 -1.7544
H -1.5323 2.6615 0.4014
H 6.7484 0.5399 -3.7847
H -4.2890 -1.6071 -2.6548
H -2.2908 -5.1370 3.5116
H 5.7955 0.1945 -6.0675
H -1.8223 -1.1161 4.8864
H 2.2191 4.1241 1.8714
H 1.5539 3.5194 5.3080
H -1.2337 0.5858 -7.0058
H -0.0598 -0.2206 -5.9235
H 2.4061 3.2993 3.7865
H -1.3368 -3.6754 -0.2510
H -2.9418 -4.3247 1.3068
H 4.7077 0.9177 2.7953
H -2.1979 1.3704 4.0797
H 1.2962 4.1332 -2.6322
H -0.2769 3.7912 -2.1920
H 5.9536 -0.3151 2.7147
H 1.3467 4.7111 4.0165
H 2.0130 -5.1373 2.8579
H -5.2744 0.0138 -1.2196
H 3.7556 1.4726 -6.7090
H 3.4331 -0.4845 -3.0598
H -1.7333 -3.5538 5.3260
H 3.9491 2.6455 1.5846
H -0.3791 -0.1592 2.1082
H -2.6356 1.4292 1.0406
H -0.9395 -2.2040 -1.1497
H -0.4478 3.8006 -4.4607
H 2.6192 0.7828 -2.1486
H 5.6105 2.1358 -2.2508
H -0.7266 2.5318 5.5612
H 1.1752 0.3088 1.8290
H -6.8178 -0.4133 -0.4634
H 4.0206 -2.3824 -0.6349
H -5.7252 -3.2616 0.6386
H -2.9632 3.1653 1.2824
H 6.5041 -0.7071 -0.0037
H 6.1311 1.1657 1.7649
H -2.6956 -0.9040 -2.4692
H 2.3552 -3.4664 3.3450
```

Results
* HOMO-LUMO gap: 5.5 eV
* net charge: 0


Per-record E_tot, eV: -16433.76719, -71348.56059, -37554.60342, -120063.89876, -77971.59567